Computed, not measured: C29H28BrN10O4PSY as an isolated structure, with ωB97M-V with the def2-TZVPD basis set.

As for the charge: +1. The frontier orbital gap comes out at 7.82 eV. For the HOMO energy, the calculation gives -10.162 eV. As for the multiplicity: 1.

Last column: Mulliken charge in e.
Element x y z (Å)
Y1 -0.129 -0.810 0.084  0.98
C1 1.141 4.630 2.086  -0.82
N1 0.409 3.585 1.386  0.22
C2 -0.661 3.785 0.560  -0.67
C3 -1.057 2.549 0.138  -0.81
N2 -0.245 1.602 0.693  0.45
C4 0.634 2.250 1.445  -0.26
P1 1.921 1.505 2.505  -0.49
C5 2.790 0.508 1.257  -0.22
N3 2.221 -0.347 0.417  0.61
C6 3.222 -0.870 -0.347  -0.78
C7 4.412 -0.332 0.049  -0.61
N4 4.129 0.545 1.058  0.19
C8 5.103 1.359 1.767  -0.81
C9 0.892 0.189 3.229  -0.34
N5 0.150 -0.679 2.555  0.50
C10 -0.459 -1.473 3.485  -0.71
C11 -0.072 -1.079 4.734  -0.57
N6 0.785 -0.029 4.561  0.19
C12 1.452 0.703 5.627  -0.82
H1 0.800 5.593 1.716  0.32
H2 2.208 4.538 1.896  0.32
H3 0.958 4.575 3.158  0.32
H4 -1.039 4.769 0.347  0.49
H5 -1.860 2.292 -0.531  0.52
H6 3.018 -1.590 -1.120  0.61
H7 5.418 -0.490 -0.297  0.44
H8 6.098 1.045 1.462  0.32
H9 5.004 1.219 2.841  0.33
H10 4.976 2.413 1.524  0.30
H11 -1.110 -2.277 3.189  0.57
H12 -0.321 -1.451 5.712  0.43
H13 1.183 0.246 6.575  0.32
H14 1.135 1.744 5.633  0.31
H15 2.532 0.652 5.505  0.32
N7 -1.696 5.313 -5.040  -0.48
C13 -1.381 4.089 -4.530  1.20
C14 -0.409 3.959 -3.527  -0.99
C15 -0.079 2.714 -3.033  0.01
C16 -0.710 1.580 -3.525  -0.49
C17 -1.671 1.691 -4.527  -0.46
C18 -2.007 2.932 -5.020  -0.87
S1 -0.274 -0.003 -2.928  1.25
O1 -0.287 -0.926 -4.018  -0.76
O2 0.961 0.134 -2.137  -0.67
N8 -1.258 -0.430 -1.735  0.15
C19 -2.596 -0.355 -1.550  0.54
N9 -2.882 -0.542 -0.237  -0.21
C20 -4.164 -0.530 0.097  -0.09
C21 -5.163 -0.313 -0.841  -0.75
C22 -4.750 -0.100 -2.146  -0.26
N10 -3.473 -0.122 -2.519  -0.47
H16 -1.280 6.148 -4.674  0.18
H17 -2.418 5.411 -5.728  0.19
H18 0.102 4.842 -3.162  0.32
H19 0.692 2.607 -2.282  0.51
H20 -2.142 0.799 -4.915  0.45
H21 -2.749 3.019 -5.803  0.30
H22 -4.395 -0.693 1.143  0.46
H23 -6.207 -0.306 -0.567  0.40
H24 -5.470 0.089 -2.934  0.44
Br1 0.165 -9.579 0.061  -0.17
C23 0.082 -7.691 0.073  0.12
C24 -0.906 -7.061 0.815  -0.63
C25 -0.960 -5.678 0.823  -0.30
C26 -0.035 -4.937 0.096  -0.01
C27 0.945 -5.584 -0.649  -0.30
C28 1.008 -6.967 -0.663  -0.59
C29 -0.090 -3.456 0.118  1.74
O3 -0.968 -2.856 0.810  -0.81
O4 0.752 -2.779 -0.552  -0.82
H25 -1.620 -7.648 1.376  0.43
H26 -1.722 -5.161 1.390  0.44
H27 1.651 -4.995 -1.218  0.44
H28 1.764 -7.481 -1.239  0.43


Computed, not measured: C29H28CoN5O6S3 as an isolated structure, with ωB97M-V with the def2-TZVPD basis set.

As for the charge: -1. Its expectation value of S² is 3.7833. The frontier orbital gap (spin up / spin down) comes out at 4.08 / 5.54 eV. For the HOMO energy (spin up / spin down), the calculation gives -1.536 / -2.991 eV. As for the multiplicity: 4.

Last column: Mulliken charge in e.
Element x y z (Å)
Co1 -1.419 -1.126 -0.730  0.49
C1 4.679 0.895 -4.531  -1.45
C2 3.317 0.280 -4.384  0.96
C3 2.910 -0.216 -3.147  -0.56
C4 1.654 -0.763 -2.985  -0.03
C5 0.797 -0.807 -4.076  -0.89
C6 1.169 -0.317 -5.317  -0.77
C7 2.440 0.211 -5.465  -0.77
S1 -0.834 -1.314 -3.811  1.44
O1 -0.877 -2.179 -2.663  -0.55
O2 -1.450 -1.766 -5.029  -0.75
N1 -1.737 0.087 -3.424  -0.12
C8 -1.297 1.396 -3.388  -0.18
C9 -2.437 1.667 -0.071  0.62
O3 -2.134 3.884 0.115  -0.60
O4 -2.919 0.570 -0.142  -0.56
H1 5.463 0.168 -4.316  0.34
H2 4.798 1.720 -3.826  0.32
H3 4.833 1.280 -5.539  0.37
H4 3.574 -0.155 -2.292  0.48
H5 1.326 -1.154 -2.026  0.91
H6 0.467 -0.370 -6.141  0.45
H7 2.754 0.593 -6.430  0.30
H8 -2.139 2.107 -3.442  0.40
H9 -2.701 -0.065 -3.695  0.29
C10 -0.275 2.965 6.008  -1.59
C11 -0.374 2.743 4.520  1.08
C12 -0.041 3.755 3.624  -0.62
C13 -0.134 3.553 2.256  -0.77
C14 -0.550 2.323 1.778  0.19
C15 -0.877 1.300 2.645  0.05
C16 -0.794 1.518 4.013  -0.61
S2 -0.614 2.016 -0.008  -0.20
O5 -0.162 1.764 -3.258  -0.41
O6 -3.081 2.793 -0.003  -0.32
N2 -0.201 0.444 -0.107  1.12
C17 1.110 0.059 0.181  1.42
C18 2.194 0.925 0.409  -0.48
C19 3.470 0.415 0.636  -1.11
C20 3.703 -0.951 0.626  -0.94
C21 2.640 -1.857 0.420  1.20
C22 2.812 -3.276 0.358  -1.27
C23 1.681 -4.089 0.165  -0.94
C24 0.433 -3.522 0.069  -0.38
N3 0.212 -2.169 0.110  0.25
C25 1.325 -1.347 0.242  -1.23
H10 0.559 3.626 6.250  0.39
H11 -0.129 2.021 6.533  0.35
H12 -1.189 3.422 6.399  0.29
H13 0.296 4.715 4.000  0.35
H14 0.105 4.342 1.552  0.46
H15 -1.163 0.333 2.241  -0.10
H16 -1.059 0.715 4.693  0.33
H17 2.034 1.999 0.369  0.46
H18 4.291 1.103 0.814  0.34
H19 4.707 -1.338 0.773  0.35
H20 3.805 -3.702 0.446  0.35
H21 1.777 -5.167 0.092  0.37
H22 -0.449 -4.147 -0.061  0.40
C26 -5.230 -1.020 1.683  -0.89
N4 -3.956 -1.566 2.104  0.34
C27 -3.395 -1.462 3.371  -0.17
C28 -2.176 -2.027 3.315  -0.92
N5 -2.008 -2.491 2.026  0.16
C29 -3.089 -2.192 1.262  -0.12
S3 -3.362 -2.637 -0.344  -0.47
H23 -5.496 -0.189 2.333  0.35
H24 -6.009 -1.784 1.719  0.27
H25 -5.133 -0.667 0.662  0.30
H26 -3.910 -0.977 4.183  0.48
H27 -1.415 -2.143 4.067  0.48
H28 -1.125 -2.749 1.589  0.30


Relative energy (zero: lowest compared OMol25 entry of this formula, charge and spin) per entry: 0.0, 170.3 kcal/mol